Entry 1:
Formula: C9H53FNO22P2
Source: the OMol25 dataset
Level of theory: the ωB97M-V functional and the def2-TZVPD basis

Calculated values
Energy relative to the best compared isomer or geometry (same formula, charge and spin) ... 0.0 kcal per mole
Charge ... -1
Multiplicity ... 1
HOMO energy ... -4.745 eV
Frontier orbital gap ... 6.58 eV

The geometry in XYZ format:
```
88
C9H53FNO22P2 (the ωB97M-V functional and the def2-TZVPD basis)
O 4.59 3.26 2.72
P 3.88 2.51 1.64
C 2.35 1.65 2.18
C 2.50 0.12 2.11
C 2.74 -0.50 0.89
C 2.80 -1.87 0.82
C 2.62 -2.60 1.99
C 2.40 -1.90 3.16
N 2.36 -0.58 3.24
C 1.93 2.12 3.58
O 0.59 1.76 3.71
P -0.28 2.25 2.29
C -0.80 0.41 1.98
C -1.42 0.22 0.65
F -1.86 -1.18 0.49
O 1.25 2.00 1.36
H 3.51 3.33 0.57
H 4.71 1.49 1.12
H 2.84 0.10 -0.01
H 2.97 -2.38 -0.12
H 2.62 -3.68 1.99
H 2.23 -2.45 4.09
H 1.99 3.22 3.57
H 2.58 1.77 4.38
H -1.51 2.44 3.04
H -0.88 2.63 1.02
H 0.10 3.61 2.52
H -1.54 0.16 2.75
H 0.00 -0.32 2.09
H -0.72 0.40 -0.17
H -2.34 0.80 0.55
O -0.72 -3.23 2.25
H -1.25 -3.36 3.05
H -1.36 -2.89 1.61
O 5.58 -2.88 -0.53
H 6.00 -2.88 0.34
H 6.29 -3.04 -1.15
O 1.97 1.77 -1.34
H 1.51 1.72 -0.48
H 1.30 2.09 -1.95
O 2.84 -5.77 3.21
H 3.16 -6.49 3.77
H 1.99 -6.08 2.87
O -1.93 4.98 1.53
H -2.17 5.66 2.17
H -2.65 4.35 1.53
O 3.59 -2.72 -2.79
H 4.01 -2.71 -1.92
H 4.31 -2.85 -3.41
O -3.24 -0.16 -1.72
H -2.86 -0.83 -1.12
H -4.00 -0.59 -2.12
O 4.53 -5.06 5.77
H 4.09 -5.12 6.62
H 3.82 -4.86 5.15
O -4.34 1.20 -4.14
H -4.01 1.09 -3.23
H -3.54 1.33 -4.67
O 3.88 -7.66 1.17
H 3.65 -6.93 1.76
H 4.82 -7.79 1.29
O -3.63 2.51 -6.71
H -4.00 3.24 -6.19
H -4.34 1.85 -6.73
O -3.82 0.21 2.70
H -4.74 -0.03 2.91
H -3.56 -0.37 1.98
O -2.27 -2.71 -3.15
H -1.75 -2.04 -2.70
H -1.64 -3.15 -3.74
O -3.20 4.41 -9.00
H -3.03 3.93 -9.82
H -3.36 3.72 -8.34
O -5.72 1.89 4.09
H -5.25 1.81 4.93
H -5.02 1.93 3.43
O -4.80 -0.39 -6.80
H -4.98 -0.18 -5.87
H -4.14 -1.09 -6.76
O 4.47 5.00 -1.28
H 5.14 5.59 -0.93
H 4.95 4.42 -1.88
O -3.83 7.47 -8.51
H -3.66 6.53 -8.59
H -4.75 7.57 -8.76
O -3.15 -3.79 3.87
H -3.91 -4.37 3.75
H -3.47 -3.06 4.41
```

These are the Löwdin partial charges, in e, on atoms 1 to 4: -0.46, 0.79, -0.56, -0.26

Entry 2:
Formula: C20H34IN5O4Se2Y
Source: the OMol25 dataset
Level of theory: the ωB97M-V functional and the def2-TZVPD basis

Calculated values
Energy relative to the best compared isomer or geometry (same formula, charge and spin) ... 0.0 kcal per mole
Charge ... +1
Multiplicity ... 1
HOMO energy ... -10.193 eV
Frontier orbital gap ... 7.19 eV

The geometry in XYZ format:
```
67
C20H34IN5O4Se2Y (the ωB97M-V functional and the def2-TZVPD basis)
Y -0.04 1.45 0.33
C -2.54 3.29 4.94
C -1.97 2.29 3.98
N -2.66 1.42 3.34
O -4.01 1.54 3.60
C -0.51 2.25 3.74
C 0.45 2.56 4.84
N -0.14 1.97 2.55
O 1.17 1.85 2.22
H -3.48 3.67 4.56
H -1.85 4.11 5.10
H -2.75 2.82 5.91
H -4.40 0.88 3.03
H 0.04 2.25 5.81
H 0.65 3.63 4.89
H 1.40 2.06 4.66
O -1.68 -3.74 -4.88
C -0.52 -2.92 -4.83
C -0.79 -1.82 -3.81
C -1.13 -2.51 -2.45
O -0.53 -1.93 -1.32
C 0.48 -0.97 -3.64
Se 0.09 0.86 -2.98
C -1.89 -0.93 -4.38
Se -2.24 0.56 -3.20
H -1.57 -4.41 -5.56
H -0.31 -2.48 -5.81
H 0.36 -3.50 -4.52
H -0.74 -3.53 -2.49
H -2.22 -2.58 -2.34
H -1.13 -1.32 -0.85
H 0.97 -0.84 -4.60
H 1.15 -1.46 -2.94
H -2.83 -1.48 -4.48
H -1.60 -0.55 -5.36
C 4.63 0.61 0.08
C 3.18 1.13 0.14
N 2.23 0.00 0.27
C 2.52 -0.97 -0.79
C 3.89 -1.65 -0.55
N 4.61 -0.83 0.48
C 3.91 -0.98 1.81
C 2.42 -0.67 1.57
H 5.28 1.13 0.78
H 5.06 0.66 -0.91
H 2.94 1.68 -0.77
H 3.02 1.80 0.98
H 2.53 -0.44 -1.74
H 1.72 -1.71 -0.82
H 4.50 -1.67 -1.45
H 3.80 -2.66 -0.16
H 5.56 -1.17 0.57
H 4.38 -0.27 2.49
H 4.08 -1.99 2.16
H 2.05 -0.01 2.35
H 1.83 -1.59 1.57
I 0.69 3.95 -0.90
C -2.37 1.32 -0.04
C -3.68 1.73 -0.26
C -4.71 0.81 -0.22
C -4.42 -0.53 0.07
C -3.10 -0.88 0.28
N -2.11 0.01 0.21
H -3.89 2.77 -0.46
H -5.74 1.11 -0.39
H -5.20 -1.28 0.12
H -2.83 -1.91 0.50
```

These are the Löwdin partial charges, in e, on atoms 1 to 4: 0.97, -0.01, -0.29, 0.05

Entry 3:
Formula: C34H38BrN8S2Ta
Source: the OMol25 dataset
Level of theory: the ωB97M-V functional and the def2-TZVPD basis

Calculated values
Energy relative to the best compared isomer or geometry (same formula, charge and spin) ... 13.8 kcal per mole
Charge ... +2
Multiplicity ... 1
HOMO energy ... -14.330 eV
Frontier orbital gap ... 6.44 eV

The geometry in XYZ format:
```
84
C34H38BrN8S2Ta (the ωB97M-V functional and the def2-TZVPD basis)
Ta -0.75 0.48 -0.15
S -0.99 2.68 0.72
C -2.68 2.16 0.82
S -3.08 0.55 0.19
C -3.62 2.96 1.35
C -3.27 4.26 1.84
N -2.92 5.29 2.21
C -4.98 2.52 1.44
N -6.06 2.13 1.52
C 2.01 -3.08 -3.22
C 2.11 -2.24 -1.94
C 3.59 -1.94 -1.65
C 1.41 -2.93 -0.79
C 2.02 -4.02 -0.16
C 1.39 -4.71 0.85
C 0.12 -4.34 1.26
C -0.54 -3.26 0.68
C -1.97 -2.93 1.07
C -2.33 -3.34 2.49
C -2.94 -3.56 0.06
C 0.13 -2.57 -0.34
N -0.47 -1.40 -0.93
C -0.83 -1.49 -2.24
C -1.06 -0.33 -2.91
C -1.38 -0.07 -4.25
C -1.36 1.29 -4.41
C -1.01 1.88 -3.17
N -0.84 0.90 -2.22
C -0.89 3.38 -2.99
C -2.15 3.89 -2.29
C -0.82 4.07 -4.37
C 0.41 3.76 -2.26
H 2.48 -2.57 -4.05
H 0.98 -3.31 -3.49
H 2.52 -4.03 -3.08
H 1.62 -1.27 -2.12
H 4.19 -2.85 -1.65
H 3.73 -1.45 -0.69
H 4.00 -1.29 -2.43
H 3.01 -4.33 -0.49
H 1.88 -5.55 1.32
H -0.37 -4.90 2.04
H -2.10 -1.85 1.00
H -2.45 -4.42 2.57
H -3.29 -2.90 2.77
H -1.58 -3.03 3.22
H -2.82 -4.64 0.04
H -2.79 -3.19 -0.95
H -3.98 -3.35 0.34
H -0.89 -2.47 -2.71
H -1.60 -0.82 -5.00
H -1.55 1.83 -5.31
H -3.03 3.71 -2.91
H -2.06 4.97 -2.14
H -2.32 3.43 -1.32
H -1.76 3.97 -4.92
H -0.01 3.69 -4.98
H -0.65 5.13 -4.21
H 0.52 3.25 -1.31
H 0.41 4.83 -2.06
H 1.27 3.53 -2.89
N 3.65 -1.40 2.79
C 3.14 -0.53 1.90
C 1.80 -0.66 1.46
N 1.31 0.21 0.59
C 2.11 1.18 0.11
C 3.41 1.29 0.57
N 3.91 0.46 1.47
H 3.15 -2.21 3.10
H 4.62 -1.29 3.06
H 1.16 -1.45 1.82
H 1.71 1.87 -0.63
H 4.05 2.08 0.20
Br -1.13 -0.12 2.81
C -0.03 1.08 3.88
C -0.28 1.06 5.24
C 0.47 1.94 6.01
C 1.40 2.76 5.38
C 1.55 2.67 4.01
N 0.83 1.83 3.25
H -1.02 0.41 5.68
H 0.33 1.99 7.08
H 2.00 3.46 5.94
H 2.27 3.29 3.48
```

These are the Löwdin partial charges, in e, on atoms 1 to 4: 1.39, 0.69, -1.02, 0.66

Entry 4:
Formula: C4H5NO
Source: the OMol25 dataset
Level of theory: the ωB97M-V functional and the def2-TZVPD basis

Calculated values
Energy relative to the best compared isomer or geometry (same formula, charge and spin) ... 100.2 kcal per mole
Charge ... 0
Multiplicity ... 1
HOMO energy ... -8.179 eV
Frontier orbital gap ... 8.91 eV

The geometry in XYZ format:
```
11
C4H5NO (the ωB97M-V functional and the def2-TZVPD basis)
O -0.23 0.27 -1.80
C 0.30 0.42 -0.51
C -0.85 0.37 0.61
C 1.14 -0.69 0.02
C 0.39 -0.84 1.12
N -0.55 -0.69 1.90
H -0.35 -0.68 -1.93
H 0.77 1.41 -0.52
H -1.03 1.32 1.11
H -1.75 -0.07 0.18
H 2.14 -1.02 -0.21
```

These are the Löwdin partial charges, in e, on atoms 1 to 4: -0.03, -0.39, -0.01, -0.04

Entry 5:
Formula: C49H37FGaO6S2
Source: the OMol25 dataset
Level of theory: the ωB97M-V functional and the def2-TZVPD basis

Calculated values
Energy relative to the best compared isomer or geometry (same formula, charge and spin) ... 24.2 kcal per mole
Charge ... +1
Multiplicity ... 1
HOMO energy ... -10.542 eV
Frontier orbital gap ... 7.11 eV

The geometry in XYZ format:
```
96
C49H37FGaO6S2 (the ωB97M-V functional and the def2-TZVPD basis)
Ga 1.19 -1.08 0.99
C -7.57 -0.62 -4.70
C -6.17 -0.68 -4.13
C -5.53 -1.90 -3.93
C -4.24 -1.95 -3.40
C -3.61 -0.77 -3.06
C -4.22 0.47 -3.27
C -5.49 0.50 -3.80
S -1.97 -0.80 -2.39
O -1.23 0.40 -2.89
C -2.40 -0.55 -0.66
C -3.02 -1.67 -0.05
C -3.44 -1.61 1.24
C -3.19 -0.45 2.02
C -3.56 -0.40 3.38
C -3.26 0.70 4.14
C -2.57 1.79 3.56
C -2.22 1.77 2.24
C -2.52 0.64 1.43
C -2.15 0.60 0.05
C -1.69 1.89 -0.58
C -2.70 2.87 -0.83
C -4.07 2.60 -0.59
C -5.02 3.54 -0.87
C -4.64 4.81 -1.40
C -3.33 5.09 -1.63
C -2.32 4.13 -1.36
C -0.96 4.40 -1.62
C 0.00 3.46 -1.38
C -0.39 2.21 -0.85
S 0.83 0.97 -0.60
O 1.39 1.05 0.84
C 2.12 1.41 -1.70
C 1.98 1.20 -3.06
C 3.04 1.54 -3.88
C 4.22 2.06 -3.36
C 5.38 2.39 -4.27
C 4.32 2.26 -1.99
C 3.28 1.92 -1.14
H -7.90 -1.60 -5.04
H -7.62 0.06 -5.55
H -8.27 -0.27 -3.95
H -6.03 -2.82 -4.20
H -3.74 -2.90 -3.27
H -3.68 1.38 -3.04
H -5.98 1.45 -3.98
H -3.20 -2.57 -0.64
H -3.95 -2.45 1.69
H -4.08 -1.24 3.82
H -3.54 0.73 5.18
H -2.33 2.65 4.17
H -1.69 2.62 1.81
H -4.37 1.64 -0.20
H -6.06 3.32 -0.70
H -5.41 5.55 -1.61
H -3.04 6.05 -2.03
H -0.68 5.37 -2.01
H 1.04 3.67 -1.59
H 1.05 0.80 -3.47
H 2.94 1.40 -4.95
H 5.03 2.81 -5.22
H 5.95 1.49 -4.50
H 6.06 3.10 -3.81
H 5.23 2.67 -1.57
H 3.35 2.07 -0.07
F 1.41 -5.34 6.07
C 1.14 -4.29 5.26
C 0.01 -4.33 4.48
C -0.25 -3.24 3.66
C 0.61 -2.15 3.61
C 0.32 -1.00 2.71
C 1.74 -2.16 4.42
C 2.02 -3.23 5.26
H -0.65 -5.19 4.52
H -1.13 -3.25 3.03
H 0.78 -0.06 3.03
H -0.73 -0.84 2.53
H 2.43 -1.32 4.40
H 2.90 -3.25 5.89
O 2.55 -2.75 1.47
C 3.36 -2.02 0.87
O 2.85 -1.13 0.05
C 4.80 -2.02 1.19
C 5.54 -0.85 1.06
C 6.88 -0.81 1.45
C 7.41 -1.98 1.94
O 8.68 -2.19 2.36
C 8.75 -3.57 2.78
O 7.45 -4.14 2.56
C 6.67 -3.14 2.06
C 5.36 -3.21 1.71
H 5.06 0.03 0.65
H 7.47 0.09 1.37
H 8.99 -3.61 3.84
H 9.48 -4.09 2.18
H 4.77 -4.11 1.82
```

These are the Löwdin partial charges, in e, on atoms 1 to 4: 0.76, -0.04, -0.26, -0.03